*i*
# C51H46BeGeN3P2STe

A molecular structure, C51H46BeGeN3P2STe (ωB97M-V with the def2-TZVPD basis set, OMol25).

Structure (XYZ):
```
106
Properties=species:S:1:pos:R:3:mulliken_charge:R:1
Be 11.4290 11.1839 13.3857 -3.633
Te 13.5514 14.8032 9.9746 0.174
C 14.2511 16.4302 11.2262 0.013
C 13.3358 17.2678 11.8908 -0.105
C 13.8031 18.1755 12.8429 -0.670
N 15.1165 18.3170 13.2118 -0.650
C 15.9272 17.5994 12.4816 -0.408
C 15.5847 16.5860 11.5190 -0.361
C 13.1522 13.2531 11.4996 -1.646
P 11.5718 12.9131 12.0339 2.480
C 10.6934 14.3666 12.7449 0.976
C 9.9114 14.1818 13.9345 -0.753
C 9.1675 15.2300 14.4230 -0.605
C 9.0554 16.4394 13.7139 -0.648
C 9.8756 16.6585 12.6030 -0.676
C 10.6020 15.5886 12.0969 -0.650
C 10.5951 12.4571 10.5179 0.516
C 11.2790 12.0402 9.3564 -0.429
C 10.6280 11.6445 8.2014 -1.057
C 9.2538 11.4221 8.2677 -0.551
C 8.5475 11.8150 9.4241 -0.748
C 9.2221 12.3479 10.5281 -0.400
P 14.4334 12.5633 12.4563 1.277
C 14.9200 13.6648 13.8687 0.148
C 15.7833 13.1151 14.8529 -0.517
C 16.0594 13.8355 15.9826 -0.584
C 15.4704 15.0916 16.1554 -0.738
C 14.5548 15.6341 15.2308 -0.584
C 14.2644 14.8802 14.1259 -0.030
C 15.9025 12.7144 11.3263 0.816
C 17.1317 13.2440 11.7318 -0.940
C 18.2109 13.2322 10.8416 -0.460
C 18.1081 12.5954 9.5769 -0.650
C 16.8930 12.0140 9.2362 -0.791
C 15.8001 12.0842 10.0683 -0.248
H 12.2541 17.2447 11.7101 0.582
H 13.0520 18.7179 13.3867 0.404
H 16.9789 17.8138 12.6331 0.385
H 16.2848 15.9814 11.0104 0.623
H 9.8673 13.1942 14.3658 0.214
H 8.5786 15.0938 15.3393 0.397
H 8.4333 17.1958 14.1840 0.337
H 9.9095 17.6475 12.1191 0.376
H 11.1622 15.6005 11.1804 0.981
H 12.3336 12.1708 9.3528 0.346
H 11.1671 11.5637 7.2823 0.449
H 8.6421 11.0224 7.5339 0.457
H 7.4852 11.6834 9.4187 0.408
H 8.6658 12.6344 11.4207 0.394
H 16.2161 12.0875 14.7302 0.338
H 16.7178 13.3720 16.7370 0.362
H 15.7295 15.7301 17.0029 0.341
H 14.0492 16.5996 15.4176 0.392
H 13.4978 15.2355 13.3961 0.159
H 17.1868 13.6880 12.7137 0.387
H 19.1402 13.7166 11.1244 0.392
H 18.9454 12.4617 8.8843 0.337
H 16.8489 11.5625 8.2560 0.387
H 14.8307 11.6590 9.8186 0.115
C 11.4264 11.3242 14.9600 2.326
Ge 11.3394 9.9259 16.2279 0.092
C 11.3736 10.7165 18.0308 -0.170
C 12.1702 10.3652 19.1660 -0.212
C 11.9815 11.0238 20.3596 -0.466
C 11.0976 12.0912 20.4994 -0.389
C 10.3996 12.5283 19.3814 -0.669
C 10.5255 11.8464 18.1866 -0.466
C 9.8201 8.6817 16.3358 -0.192
C 9.5218 7.9812 17.4624 0.355
C 8.3011 7.2641 17.5324 -0.688
C 7.4448 7.2050 16.4509 -0.414
C 7.7870 7.8507 15.2886 -0.523
C 8.9948 8.5630 15.2063 -0.237
C 12.7683 8.5450 16.1362 -0.364
C 14.0817 8.9514 16.2052 -0.012
C 15.1244 8.0485 15.9932 -0.828
C 14.8228 6.7023 15.7182 -0.225
C 13.5170 6.2761 15.5743 -0.840
C 12.4800 7.2016 15.8377 0.037
H 11.4577 12.2867 15.4435 1.536
H 12.8515 9.5397 19.1196 0.380
H 12.5440 10.6718 21.2107 0.354
H 11.0301 12.5587 21.5015 0.316
H 9.6820 13.3474 19.4851 0.346
H 9.8504 12.0433 17.3739 0.327
H 10.1826 8.0945 18.3532 0.274
H 8.0999 6.5712 18.3621 0.298
H 6.5065 6.6089 16.5000 0.298
H 7.1414 7.8154 14.3761 0.308
H 9.2260 9.1361 14.3525 0.029
H 14.3670 10.0125 16.3466 0.335
H 16.2009 8.2888 16.0817 0.326
H 15.6195 5.9681 15.6007 0.356
H 13.2799 5.2424 15.4257 0.468
H 11.4393 6.8259 15.8870 0.210
C 15.4085 8.8540 12.6786 -0.934
N 13.9967 9.1005 12.8712 0.617
C 13.1347 9.3524 11.8980 0.291
N 13.5286 9.7423 10.7153 -0.153
S 11.4384 9.3347 12.2690 -0.386
H 15.7508 8.2386 13.5253 0.225
H 15.9529 9.8469 12.6410 0.175
H 15.5843 8.3049 11.7471 0.432
H 13.5603 8.7818 13.7423 -0.304
H 14.5435 9.7796 10.4691 0.167
H 12.9048 9.9031 9.9421 0.168
```

HOMO: -3.42 eV
charge: -1
lowest unoccupied orbital energy: 2.1 eV

=====

*ii*
# C51H46BeGeN3P2STe

A molecular structure, C51H46BeGeN3P2STe (ωB97M-V with the def2-TZVPD basis set, OMol25).

Structure (XYZ):
```
106
Properties=species:S:1:pos:R:3:mulliken_charge:R:1
Be -1.1681 -0.2734 0.5065 -2.548
Te -0.2725 2.5639 -3.3398 0.128
C 0.3991 1.5763 -5.1330 0.079
C 1.7516 1.6223 -5.4914 -0.044
C 2.2369 0.8638 -6.5370 -0.533
N 1.4307 0.0933 -7.2739 -0.695
C 0.1337 0.0901 -6.9783 -0.355
C -0.4617 0.8008 -5.9428 -0.239
C -0.5265 0.8951 -2.0792 -1.604
P -2.0738 0.3604 -1.4423 2.351
C -3.2562 1.7706 -1.4704 0.200
C -4.4390 1.8855 -2.1535 -0.414
C -5.2855 2.9404 -1.9039 -0.854
C -4.9263 3.8877 -0.9772 -0.390
C -3.7314 3.8040 -0.2698 -1.066
C -2.9153 2.7482 -0.5553 -0.260
C -2.8356 -0.7230 -2.7245 1.042
C -4.1524 -1.1563 -2.5855 -0.875
C -4.7012 -2.0479 -3.4755 -0.861
C -3.9763 -2.4532 -4.5927 -0.655
C -2.6460 -2.0741 -4.7286 -0.954
C -2.1173 -1.2619 -3.7765 -0.609
P 0.6646 0.3204 -0.9471 2.979
C 1.9266 -0.6356 -1.9097 -0.107
C 1.8358 -0.9374 -3.2868 -0.199
C 2.6804 -1.8768 -3.8831 -0.675
C 3.6512 -2.5010 -3.1081 -0.732
C 3.7226 -2.2976 -1.7363 -0.734
C 2.8619 -1.3532 -1.1682 -0.330
C 1.6530 1.7733 -0.4771 0.559
C 1.0158 2.5399 0.5497 0.499
C 1.5707 3.7517 0.8594 -0.791
C 2.7438 4.2358 0.2522 -0.799
C 3.3747 3.4160 -0.6739 -1.095
C 2.7762 2.2342 -1.1207 -0.530
H 2.4304 2.2023 -4.8705 0.336
H 3.2627 0.7729 -6.8024 0.450
H -0.5263 -0.4616 -7.6734 0.365
H -1.5204 0.7906 -5.9302 0.560
H -4.6346 1.1642 -2.9255 0.528
H -6.2501 3.0976 -2.4625 0.293
H -5.5459 4.7591 -0.7554 0.323
H -3.4431 4.5614 0.4391 0.473
H -2.0068 2.6865 -0.0334 0.468
H -4.7609 -0.8814 -1.7073 0.498
H -5.6995 -2.4168 -3.3445 0.449
H -4.3295 -3.0569 -5.3740 0.444
H -2.0645 -2.4307 -5.5978 0.398
H -1.0834 -0.9942 -3.9144 0.584
H 1.0540 -0.4490 -3.8413 -0.358
H 2.5332 -2.1009 -4.9343 0.488
H 4.3240 -3.1688 -3.6189 0.339
H 4.4403 -2.8634 -1.1490 0.493
H 2.9411 -1.1723 -0.1055 0.309
H 0.1119 2.1696 1.0503 -0.816
H 1.0423 4.3683 1.5847 0.408
H 3.1091 5.2305 0.5141 0.384
H 4.2411 3.7559 -1.1364 0.514
H 3.2459 1.5890 -1.8397 0.620
C -1.3089 0.5887 1.8590 0.451
Ge -0.3861 0.2695 3.4381 2.678
C 1.4066 1.0777 3.6312 0.138
C 1.6874 2.1993 4.4070 -0.460
C 2.9376 2.8155 4.3252 -0.695
C 3.9245 2.2455 3.5465 -0.432
C 3.7028 1.0818 2.8050 -1.198
C 2.4044 0.5605 2.7941 0.092
C 0.1694 -1.6463 3.5983 -0.142
C 1.3608 -2.1405 4.1279 0.289
C 1.7074 -3.4622 4.1969 -0.944
C 0.7357 -4.3765 3.8140 0.221
C -0.5220 -3.9531 3.4694 -1.308
C -0.8283 -2.6253 3.3714 -0.513
C -1.1058 0.8781 5.1498 -0.199
C -0.5230 0.3458 6.3093 -0.288
C -0.7296 0.9285 7.5247 -0.470
C -1.5021 2.0628 7.6876 -0.642
C -2.2135 2.5209 6.5837 -0.387
C -2.0406 1.9208 5.3465 -0.477
H -2.2195 1.1720 2.0464 0.969
H 0.9216 2.6148 5.1026 0.137
H 3.0984 3.7937 4.7501 0.383
H 4.9307 2.7006 3.3861 0.256
H 4.4925 0.6944 2.1736 0.408
H 2.1051 -0.1997 2.0700 0.399
H 2.1862 -1.4038 4.2813 0.141
H 2.6845 -3.8043 4.5353 0.442
H 0.9579 -5.4433 3.8484 0.391
H -1.3416 -4.6443 3.2748 0.162
H -1.7767 -2.2811 3.0176 0.580
H 0.1138 -0.5445 6.1884 0.205
H -0.2854 0.4393 8.3826 0.365
H -1.6568 2.4940 8.6542 0.408
H -2.9568 3.2970 6.6801 0.380
H -2.6194 2.2515 4.4738 0.283
C 1.3841 -5.0011 -0.3098 -1.077
N 0.2182 -4.2845 0.1424 -0.164
C -0.4112 -3.3173 -0.5354 0.911
N -0.1033 -3.0481 -1.7847 0.135
S -1.7742 -2.6597 0.2423 -0.454
H 1.4868 -5.9268 0.3122 0.365
H 2.3508 -4.4419 -0.2533 0.240
H 1.2484 -5.4230 -1.3275 0.381
H 0.0357 -4.3206 1.1194 0.086
H 0.7674 -3.4578 -2.2028 0.167
H -0.5293 -2.2811 -2.2516 -0.654
```

HOMO: -2.96 eV
charge: -1
lowest unoccupied orbital energy: 2.2 eV

=====

Relative calculated energies, zero for the most stable structure, unit hartree: *i* 0.0030; *ii* 0.0000.

=====

*i*
# C5H9O2S

A molecular structure, C5H9O2S (ωB97M-V with the def2-TZVPD basis set, OMol25).

Structure (XYZ):
```
17
Properties=species:S:1:pos:R:3:nbo_charge:R:1
O -3.5558 0.6629 -0.9622 -0.564
C -3.1768 -0.0999 -0.0642 0.893
O -3.4010 -1.1492 0.5474 -0.562
C -1.0897 0.4406 0.3349 -0.332
C -0.3612 -0.8279 -0.1760 -0.404
C -0.4333 0.3891 -1.0706 -0.403
S 2.7136 -0.3411 -0.9439 -0.732
C 3.1373 0.1510 0.7701 -0.735
H -0.4680 1.0046 1.0419 0.244
H -2.1674 0.4921 0.5364 0.130
H 0.6020 -1.0693 0.2980 0.266
H -0.9550 -1.6987 -0.4517 0.212
H 0.4514 0.9280 -1.2302 0.264
H -1.0846 0.3375 -1.9472 0.210
H 4.2319 -0.0784 0.9710 0.176
H 2.5667 -0.3568 1.4795 0.162
H 2.9901 1.2155 0.8667 0.173
```

HOMO: -2.45 eV
charge: -1
lowest unoccupied orbital energy: 3.0 eV

=====

*ii*
# C5H9O2S

3 unconnected molecules or ions with the total composition C5H9O2S (ωB97M-V with the def2-TZVPD basis set, OMol25).

Structure (XYZ):
```
17
Properties=species:S:1:pos:R:3:nbo_charge:R:1
C -0.2123 -1.1098 -0.4906 -0.395
C -1.5979 -0.9499 0.0295 -0.418
C -1.0313 0.1204 -0.9082 -0.273
C -1.6304 2.4135 -0.8323 -0.437
C -0.7778 1.4657 -0.3958 -0.148
O 3.6536 0.4110 2.0344 -1.032
O 4.6727 -1.7605 2.0181 -1.040
S 3.4246 -0.9940 2.1664 1.466
H 0.6738 -0.9872 0.0425 0.258
H -0.1412 -1.7087 -1.2879 0.191
H -2.2728 -1.6893 -0.3649 0.198
H -1.7951 -0.8861 1.1776 0.216
H -1.4316 0.0846 -1.8755 0.205
H -2.4640 1.9381 -1.2980 0.166
H 2.5791 -1.5377 0.5826 -0.376
H -1.7183 3.5006 -0.8548 0.198
H 0.0690 1.6895 0.2570 0.220
```

HOMO: -2.98 eV
charge: -1
lowest unoccupied orbital energy: 3.4 eV

=====

Relative calculated energies, zero for the most stable structure, unit hartree: *i* 0.0000; *ii* 0.0244.

=====

*i*
# C3H3F3

2 unconnected molecules or ions with the total composition C3H3F3 (ωB97M-V with the def2-TZVPD basis set, OMol25).

Structure (XYZ):
```
9
Properties=species:S:1:pos:R:3:nbo_charge:R:1
C -0.4787 -0.0750 1.4983 -0.509
C -1.1316 0.5298 0.5661 -0.087
C 0.6586 -0.0765 -1.3887 0.964
F 1.0817 0.8305 -2.2544 -0.327
F 1.6626 -0.2356 -0.4934 -0.348
F 0.3916 -1.2197 -1.9979 -0.323
H -0.7434 -0.3699 2.4789 0.219
H 0.5455 -0.4089 1.2197 0.239
H -1.9864 1.0253 0.3714 0.172
```

HOMO (spin up / spin down): -9.93 / -9.22 eV
charge: 0
lowest unoccupied orbital energy (spin up / spin down): -0.1 / -0.5 eV

=====

*ii*
# C3H3F3

C3H3F3 in the gas phase (ωB97M-V with the def2-TZVPD basis set, OMol25).

Structure (XYZ):
```
9
Properties=species:S:1:pos:R:3:nbo_charge:R:1
F 2.5095 0.5386 1.0341 -0.350
C 1.4666 -0.1267 0.3633 0.235
C 0.1141 0.3955 0.4657 -0.360
C -0.9127 -0.4011 -0.3537 0.528
F -0.9746 -0.1443 -1.6760 -0.329
F -2.1259 -0.1973 0.3006 -0.340
H 1.9909 -1.0633 -0.3268 0.224
H -0.2448 1.4790 0.8123 0.261
H -0.4361 -1.3956 -0.2663 0.131
```

HOMO: -10.27 eV
charge: 0
lowest unoccupied orbital energy: 0.4 eV

=====

Relative calculated energies, zero for the most stable structure, unit hartree: *i* 0.0836; *ii* 0.0000.